Density functional theory data (ωB97M-V/def2-TZVPD) for the molecule C5H12O.

Output
calculated total energy: -272.9273 Eh
lowest unoccupied orbital energy: 0.9 eV
HOMO level: -9.506 eV
HOMO-LUMO gap: 10.45 eV
SMILES: COC(C)(C)C

ORCA input file:
```
! wB97M-V def2-TZVPD RIJCOSX def2/J DEFGRID3
* xyz 0 1
O -0.569 0.660 0.923
C 0.284 -1.387 -0.194
C 0.309 0.144 -0.084
C 1.698 0.598 0.365
C -0.057 0.782 -1.425
C -1.793 0.016 1.173
H -2.596 0.765 1.198
H 0.598 0.425 -2.228
H 0.298 -1.848 0.801
H 1.175 -1.724 -0.738
H -2.059 -0.734 0.416
H 2.001 0.066 1.274
H -1.768 -0.496 2.148
H -0.591 -1.755 -0.745
H 2.442 0.406 -0.417
H 1.686 1.671 0.583
H 0.033 1.871 -1.355
H -1.091 0.538 -1.696
*
```

Need the natural (NBO) charges? In units of e they are: number 1, O, carries -0.557; number 2, C, carries -0.647; number 3, C, carries 0.263; number 4, C, carries -0.613; number 5, C, carries -0.632; number 6, C, carries -0.250; number 7, H, carries 0.183; number 8, H, carries 0.207; number 9, H, carries 0.218; number 10, H, carries 0.220; number 11, H, carries 0.170; number 12, H, carries 0.212; number 13, H, carries 0.172; number 14, H, carries 0.208; number 15, H, carries 0.203; number 16, H, carries 0.219; number 17, H, carries 0.216; number 18, H, carries 0.207

---

Density functional theory data (ωB97M-V/def2-TZVPD) for a structure of composition C5H12O.

Output
calculated total energy: -272.7814 Eh
lowest unoccupied orbital energy: 1.1 eV
HOMO level: -9.509 eV
HOMO-LUMO gap: 10.62 eV

ORCA input file:
```
! wB97M-V def2-TZVPD RIJCOSX def2/J DEFGRID3
* xyz 0 1
O -0.571 0.796 1.001
C -0.725 0.342 -1.717
C -1.180 1.300 -0.135
C 0.612 -1.061 1.898
C 1.219 -0.087 -0.405
C -0.032 -0.441 0.665
H 1.369 -0.371 2.281
H -1.696 -0.105 -1.770
H -0.074 -1.290 2.726
H -1.125 2.412 -0.008
H 1.715 -1.042 -0.550
H -0.084 -0.519 -2.073
H -0.855 -1.095 0.296
H 1.094 -1.993 1.591
H 1.368 0.401 -1.404
H -0.520 1.105 -2.461
H 1.726 0.614 0.241
H -2.241 1.033 -0.177
*
```

Need the natural (NBO) charges? In units of e they are: number 1, O, carries -0.546; number 2, C, carries -0.668; number 3, C, carries -0.032; number 4, C, carries -0.633; number 5, C, carries -0.658; number 6, C, carries 0.133; number 7, H, carries 0.215; number 8, H, carries 0.188; number 9, H, carries 0.222; number 10, H, carries 0.191; number 11, H, carries 0.203; number 12, H, carries 0.216; number 13, H, carries 0.166; number 14, H, carries 0.212; number 15, H, carries 0.226; number 16, H, carries 0.207; number 17, H, carries 0.205; number 18, H, carries 0.152

---

Density functional theory data (ωB97M-V/def2-TZVPD) for a cluster of 2 separate species, C5H12O in total.

Output
calculated total energy: -272.9260 Eh
lowest unoccupied orbital energy: 0.9 eV
HOMO level: -9.213 eV
HOMO-LUMO gap: 10.07 eV
SMILES: CC=C(C)C.O

ORCA input file:
```
! wB97M-V def2-TZVPD RIJCOSX def2/J DEFGRID3
* xyz 0 1
O -1.309 1.789 1.805
C 1.955 0.444 0.144
C -1.311 -1.729 0.096
C 0.045 0.450 -1.544
C 0.605 -0.106 -0.255
C -0.003 -1.071 0.438
H -1.210 -2.568 -0.591
H -1.231 2.541 1.231
H -1.992 -1.006 -0.354
H 0.828 0.878 -2.164
H 1.929 1.535 0.182
H 2.183 0.104 1.155
H 2.758 0.116 -0.513
H 0.429 -1.321 1.401
H -0.655 1.258 -1.308
H -1.760 -2.120 1.007
H -0.762 1.103 1.391
H -0.498 -0.297 -2.122
*
```

Need the natural (NBO) charges? In units of e they are: number 1, O, carries -0.945; number 2, C, carries -0.635; number 3, C, carries -0.655; number 4, C, carries -0.658; number 5, C, carries 0.006; number 6, C, carries -0.207; number 7, H, carries 0.219; number 8, H, carries 0.462; number 9, H, carries 0.217; number 10, H, carries 0.217; number 11, H, carries 0.209; number 12, H, carries 0.215; number 13, H, carries 0.219; number 14, H, carries 0.197; number 15, H, carries 0.217; number 16, H, carries 0.222; number 17, H, carries 0.478; number 18, H, carries 0.222

---

Density functional theory data (ωB97M-V/def2-TZVPD) for the molecule C5H12O.

Output
calculated total energy: -272.9194 Eh
lowest unoccupied orbital energy: 1.1 eV
HOMO level: -9.723 eV
HOMO-LUMO gap: 10.85 eV
SMILES: CCCCOC

ORCA input file:
```
! wB97M-V def2-TZVPD RIJCOSX def2/J DEFGRID3
* xyz 0 1
O 2.160 -0.329 0.879
C -1.228 -0.300 -0.617
C 2.525 0.820 0.156
C 1.043 -0.989 0.323
C -2.575 0.366 -0.349
C -0.303 -0.301 0.601
H -3.234 0.310 -1.223
H 2.608 0.598 -0.915
H -2.448 1.425 -0.094
H -0.115 0.734 0.916
H 1.195 -1.081 -0.766
H 1.053 -2.002 0.741
H -0.806 -0.789 1.447
H -3.090 -0.115 0.489
H -1.386 -1.334 -0.953
H -0.721 0.212 -1.447
H 3.508 1.130 0.524
H 1.813 1.642 0.286
*
```

Need the natural (NBO) charges? In units of e they are: number 1, O, carries -0.532; number 2, C, carries -0.392; number 3, C, carries -0.252; number 4, C, carries -0.057; number 5, C, carries -0.603; number 6, C, carries -0.433; number 7, H, carries 0.210; number 8, H, carries 0.162; number 9, H, carries 0.202; number 10, H, carries 0.204; number 11, H, carries 0.154; number 12, H, carries 0.189; number 13, H, carries 0.202; number 14, H, carries 0.202; number 15, H, carries 0.195; number 16, H, carries 0.194; number 17, H, carries 0.194; number 18, H, carries 0.162

---

Density functional theory data (ωB97M-V/def2-TZVPD) for a cluster of 2 separate species, C5H12O in total.

Output
calculated total energy: -272.8811 Eh
lowest unoccupied orbital energy: 0.7 eV
HOMO level: -9.343 eV
HOMO-LUMO gap: 10.03 eV
SMILES: C=CO.CCC

ORCA input file:
```
! wB97M-V def2-TZVPD RIJCOSX def2/J DEFGRID3
* xyz 0 1
O -1.559 0.702 0.131
C -1.582 1.671 -2.105
C 1.799 0.181 1.612
C 1.117 -1.134 1.119
C 0.743 -1.323 -0.342
C -2.105 0.952 -1.100
H 1.665 -1.217 -0.922
H -0.523 1.780 -2.303
H -2.290 0.640 0.758
H 0.337 -2.308 -0.586
H 1.017 0.863 1.949
H 0.038 -0.553 -0.663
H 0.190 -1.058 1.738
H 2.536 0.555 0.892
H -2.219 1.684 -2.981
H -3.153 0.653 -1.198
H 1.693 -1.996 1.427
H 2.295 -0.094 2.572
*
```

Need the natural (NBO) charges? In units of e they are: number 1, O, carries -0.691; number 2, C, carries -0.512; number 3, C, carries -0.609; number 4, C, carries -0.389; number 5, C, carries -0.612; number 6, C, carries 0.148; number 7, H, carries 0.192; number 8, H, carries 0.211; number 9, H, carries 0.485; number 10, H, carries 0.207; number 11, H, carries 0.208; number 12, H, carries 0.217; number 13, H, carries 0.185; number 14, H, carries 0.202; number 15, H, carries 0.204; number 16, H, carries 0.158; number 17, H, carries 0.190; number 18, H, carries 0.204

---

Density functional theory data (ωB97M-V/def2-TZVPD) for a cluster of 2 separate species, C5H12O in total.

Output
calculated total energy: -272.8759 Eh
lowest unoccupied orbital energy: 0.9 eV
HOMO level: -8.942 eV
HOMO-LUMO gap: 9.83 eV
SMILES: CC=C(C)C.O

ORCA input file:
```
! wB97M-V def2-TZVPD RIJCOSX def2/J DEFGRID3
* xyz 0 1
O 2.141 -1.610 -0.713
C -0.616 1.132 -1.687
C -1.017 0.090 -0.719
C -0.467 0.050 0.532
C 0.579 0.956 1.068
C -0.898 -1.018 1.476
H -0.242 2.012 -1.351
H 0.306 0.876 -2.249
H 1.193 -1.490 -0.483
H 0.012 -1.655 1.725
H 2.101 -1.620 -1.591
H -1.123 -0.609 2.522
H 1.593 0.464 1.372
H -1.461 1.390 -2.335
H 0.841 1.857 0.363
H 0.465 1.623 1.991
H -1.809 -1.676 1.227
H -1.597 -0.773 -1.148
*
```

Need the natural (NBO) charges? In units of e they are: number 1, O, carries -0.925; number 2, C, carries -0.657; number 3, C, carries -0.194; number 4, C, carries -0.033; number 5, C, carries -0.685; number 6, C, carries -0.648; number 7, H, carries 0.216; number 8, H, carries 0.215; number 9, H, carries 0.472; number 10, H, carries 0.214; number 11, H, carries 0.452; number 12, H, carries 0.220; number 13, H, carries 0.244; number 14, H, carries 0.216; number 15, H, carries 0.221; number 16, H, carries 0.235; number 17, H, carries 0.226; number 18, H, carries 0.210